Density functional theory data (ωB97M-V/def2-TZVPD) for the molecule C15H19NO6S.

Calculated values
- SMILES = CCN(CC)S(=O)(=O)c1cccc(C(=O)O[C@H]2CCOC2=O)c1
- E_HOMO (eV) = -9.60
- orbital gap (eV) = 9.585
- E_tot (hartree) = -1487.3813

Structure (ORCA input):
```
! RIJCOSX wB97M-V def2-TZVPD def2/J DEFGRID3
* xyz 0 1
C -1.40090 2.53893 -4.05563
C -0.83369 1.56646 -3.02636
N 0.60620 1.64275 -2.95679
C 1.22783 2.80363 -2.35306
C 2.06569 3.56803 -3.37151
S 1.46510 0.23819 -2.83390
O 0.75306 -0.78645 -3.53551
O 2.82439 0.51124 -3.19458
C 1.44110 -0.14932 -1.07251
C 2.58166 0.04248 -0.31409
C 2.54800 -0.20936 1.04951
C 1.37794 -0.64797 1.64434
C 0.23339 -0.84262 0.87337
C -1.04975 -1.29012 1.46821
O -2.11320 -1.24208 0.90750
O -0.88365 -1.76453 2.71595
C -2.05264 -2.16695 3.42530
C -2.01847 -3.64792 3.78661
C -1.40530 -3.64242 5.19283
O -1.65736 -2.35285 5.73693
C -2.00312 -1.46893 4.80325
O -2.21860 -0.31613 5.01783
C 0.26866 -0.58860 -0.49636
H -0.94833 2.35281 -5.02533
H -1.20388 3.56885 -3.76858
H -2.47586 2.40027 -4.13476
H -1.28296 1.75637 -2.04026
H -1.06034 0.54387 -3.32981
H 1.87094 2.47256 -1.52937
H 0.44705 3.44461 -1.93485
H 1.44279 3.91437 -4.19129
H 2.82936 2.90562 -3.76813
H 2.54090 4.42402 -2.89874
H 3.48019 0.37509 -0.81050
H 3.43409 -0.06076 1.64757
H 1.33960 -0.83518 2.70596
H -2.93272 -1.86427 2.84807
H -3.03126 -4.04804 3.80633
H -1.41975 -4.22136 3.08292
H -0.32124 -3.79391 5.16497
H -1.85359 -4.37815 5.86224
H -0.61134 -0.75221 -1.09781
*
```

How positive or negative is each atom? The Löwdin charges in e answer that: -0.0695 -0.2674 -0.2627 -0.2505 -0.0697 0.6654 -0.2736 -0.2750 -0.2436 -0.0485 -0.0434 0.0049 -0.1012 -0.4164 0.1354 0.0488 -0.1800 -0.0655 -0.1366 0.0540 -0.4266 0.1572 0.0198 0.0820 0.0679 0.0753 0.1239 0.1055 0.1075 0.1244 0.0708 0.0642 0.0749 0.1149 0.1110 0.1211 0.1601 0.1268 0.1293 0.1309 0.1285 0.1262

Density functional theory data (ωB97M-V/def2-TZVPD) for the molecule C15H19NO8S.

Calculated values
- SMILES = COc1cc(/C=C/C(=O)O)cc(S(=O)(=O)NCCCC(=O)O)c1OC
- E_HOMO (eV) = -8.56
- orbital gap (eV) = 8.302
- E_tot (hartree) = -1637.8417

Structure (ORCA input):
```
! RIJCOSX wB97M-V def2-TZVPD def2/J DEFGRID3
* xyz 0 1
C -3.13704 -4.32696 0.04819
O -1.86864 -3.71312 0.06433
C -1.79405 -2.35128 -0.00112
C -2.90512 -1.52324 -0.01469
C -2.80899 -0.12624 -0.04642
C -4.02786 0.65399 -0.04499
C -4.11904 1.99106 -0.04199
C -5.40105 2.70102 -0.03816
O -5.51606 3.90234 -0.02549
O -6.47866 1.89024 -0.04812
C -1.53543 0.43994 -0.08004
C -0.42981 -0.37628 -0.08218
S 1.19847 0.36024 -0.20956
O 1.05176 1.78475 -0.15638
O 1.86762 -0.20219 -1.35108
N 1.90705 -0.14023 1.21245
C 2.71607 0.79686 1.96115
C 4.18538 0.82244 1.53902
C 4.37236 1.34676 0.11787
C 5.77427 1.12347 -0.37890
O 6.54829 0.30263 0.03784
O 6.08527 1.95278 -1.38275
C -0.50766 -1.76471 -0.03759
O 0.67870 -2.40732 0.01526
C 0.80186 -3.74289 -0.44369
H -3.72944 -4.04924 0.92503
H -2.93874 -5.39726 0.07350
H -3.69058 -4.08335 -0.86335
H -3.89140 -1.95899 0.01476
H -4.94874 0.08471 -0.04352
H -3.25552 2.63729 -0.04042
H -7.28286 2.43165 -0.04558
H -1.37291 1.50332 -0.11932
H 2.32328 -1.05180 1.10006
H 2.63899 0.53614 3.02180
H 2.25692 1.77374 1.80100
H 4.74067 1.45180 2.23702
H 4.60207 -0.18582 1.59998
H 3.70869 0.81581 -0.57233
H 4.12666 2.40602 0.04172
H 6.97774 1.76547 -1.71451
H 0.32029 -3.87536 -1.41342
H 1.87333 -3.90888 -0.54797
H 0.38365 -4.45241 0.27262
*
```

How positive or negative is each atom? The Löwdin charges in e answer that: -0.0691 -0.1002 -0.1722 0.0484 -0.1934 -0.0108 0.0157 -0.5388 0.0985 0.0874 0.0067 -0.1716 0.6792 -0.2781 -0.2769 -0.1165 -0.2364 -0.1667 -0.1033 -0.5315 0.1029 0.1099 -0.1839 -0.0908 -0.0370 0.0992 0.0978 0.1006 0.1111 0.1192 0.1180 0.1292 0.1127 0.1085 0.1198 0.1111 0.1233 0.1165 0.0970 0.1354 0.1296 0.1058 0.1002 0.0936

Density functional theory data (ωB97M-V/def2-TZVPD) for a structure of composition C15H20BrN2O7PSeTeTl.

Calculated values
- E_HOMO (eV) = -5.29
- orbital gap (eV) = 6.642
- E_tot (hartree) = -6977.2826

Structure (ORCA input):
```
! RIJCOSX wB97M-V def2-TZVPD def2/J DEFGRID3
* xyz -1 1
Tl -0.82228 0.10817 1.61321
N 3.01001 -0.23506 -0.13626
C 3.55434 -1.55660 0.18255
C 2.58337 -2.72308 0.01821
C 1.40638 -2.74373 1.02072
O 1.16820 -3.79560 1.60875
O 0.77312 -1.63594 1.15081
H 2.61196 -0.28542 -1.07209
H 2.17579 -0.13946 0.44194
H 3.92545 -1.53384 1.21247
H 4.43056 -1.72648 -0.45443
H 3.12243 -3.66715 0.11890
H 2.16213 -2.68823 -0.99368
Br -6.08708 -6.59616 -1.11431
C -5.14270 -5.04097 -0.54704
C -3.89475 -4.77544 -1.08370
C -3.22125 -3.63385 -0.67652
C -3.77692 -2.78630 0.27331
C -5.02006 -3.08589 0.81232
C -5.72082 -4.20818 0.39554
C -3.01714 -1.55715 0.72180
O -3.15176 -1.18777 1.90779
O -2.27909 -1.00303 -0.14002
H -3.45625 -5.44888 -1.80700
H -2.25007 -3.39168 -1.08632
H -5.42976 -2.43715 1.57553
H -6.69565 -4.44011 0.80213
C 3.81168 1.04507 -3.68652
C 3.68785 2.07797 -2.59373
O 2.33993 2.02138 -2.09762
P 1.80428 2.87009 -0.87895
O 0.74541 2.22367 -0.10908
Te 0.92359 4.97799 -1.82318
O 3.11167 3.34563 -0.12121
C 3.25229 3.20666 1.32586
C 4.54076 2.48254 1.61927
H 4.82771 1.05114 -4.08372
H 3.11654 1.25346 -4.49835
H 3.60171 0.05040 -3.29325
H 3.87970 3.08662 -2.97237
H 4.36475 1.87175 -1.76457
H 2.38649 2.66206 1.70129
H 3.24041 4.21932 1.72985
H 4.50466 1.48685 1.17973
H 4.66756 2.38673 2.69962
H 5.39449 3.03414 1.22098
Se -2.34833 1.82435 -1.49708
C -1.53258 3.31675 -1.76923
N -1.00027 4.38039 -1.95038
*
```

How positive or negative is each atom? The Löwdin charges in e answer that: 0.9699 0.0099 -0.2832 -0.1242 -0.6799 -0.0068 -0.2850 0.0585 0.0369 0.1105 0.0957 0.1011 0.1104 0.6756 -0.6964 -0.1269 -0.0067 -0.1248 -0.0195 -0.1347 -0.6967 -0.1192 -0.2169 0.0953 0.1220 0.1163 0.0925 -0.0654 -0.2803 -0.2744 0.1859 -0.3977 1.0418 -0.2881 -0.2383 -0.0736 0.0791 0.0809 0.0746 0.1127 0.1083 0.1088 0.1168 0.0570 0.0806 0.0762 0.7768 -0.9419 -0.4135

Density functional theory data (ωB97M-V/def2-TZVPD) for a structure of composition C15H20CrGeN4O2S4.

Calculated values
- E_HOMO (spin up / spin down) (eV) = -0.57 / -1.19
- orbital gap (spin up / spin down) (eV) = 4.830 / 5.439
- E_tot (hartree) = -5667.3290

Structure (ORCA input):
```
! RIJCOSX wB97M-V def2-TZVPD def2/J DEFGRID3
* xyz -2 5
Cr 1.27520 0.21545 1.33444
S 5.45753 0.05526 3.37502
C 3.91806 0.11457 2.70091
S 3.68361 0.01829 0.97604
S 2.47164 0.19568 3.62480
N -3.93328 1.25793 -4.19722
C -3.54923 1.22180 -2.83731
C -4.00225 2.19513 -1.95059
C -3.63927 2.14473 -0.61382
C -2.83907 1.11421 -0.15550
C -2.38460 0.13590 -1.02784
C -2.74159 0.18892 -2.36271
S -2.31674 1.06144 1.54152
O -3.03308 2.11071 2.22771
O -2.50811 -0.28959 1.99688
N -0.73346 1.31710 1.44790
C -0.23646 2.45074 0.89199
N -0.95892 3.50037 0.45199
C -0.26158 4.49528 -0.07426
C 1.11753 4.50516 -0.19086
C 1.77900 3.36993 0.26249
N 1.11739 2.36691 0.78584
H -4.08949 2.19776 -4.52906
H -3.26839 0.79001 -4.79485
H -4.63003 3.00262 -2.31426
H -3.95353 2.90969 0.08486
H -1.73379 -0.65205 -0.66171
H -2.37927 -0.57180 -3.04799
H -0.84478 5.34178 -0.43028
H 1.64468 5.34309 -0.62500
H 2.85439 3.24185 0.20110
C 3.10018 -3.21583 -0.85356
Ge 1.71222 -3.18579 0.55485
C 2.62143 -3.42389 2.27996
C 0.69168 -4.88414 0.28003
C 0.58121 -1.62949 0.39429
H 3.67133 -4.15009 -0.82842
H 3.78350 -2.37858 -0.69710
H 2.63971 -3.11641 -1.84252
H 3.13245 -4.39278 2.30498
H 1.90827 -3.38148 3.10610
H 3.35413 -2.62960 2.43590
H 1.33710 -5.76388 0.38659
H 0.24721 -4.89810 -0.72094
H -0.11986 -4.95948 1.01091
H -0.41497 -1.87792 0.78870
H 0.47231 -1.46137 -0.69000
*
```

How positive or negative is each atom? The Löwdin charges in e answer that: 0.2560 0.2635 -1.8754 0.3722 0.3625 0.0648 -0.3353 -0.0498 -0.0730 -0.2871 -0.0396 -0.0337 0.5781 -0.3308 -0.3143 -0.1400 -0.4479 0.1351 -0.1596 -0.0814 -0.1228 0.0375 0.0703 0.0722 0.0991 0.1055 0.0922 0.1074 0.0960 0.0810 0.1111 -0.2457 0.6843 -0.2318 -0.2589 -0.4302 0.0002 -0.0271 0.0012 0.0036 0.0135 -0.0142 -0.0081 -0.0060 -0.0019 -0.0433 -0.0498

Density functional theory data (ωB97M-V/def2-TZVPD) for the molecule C15H20F2N2O3S.

Calculated values
- SMILES = CS(=O)(=O)N(CC(=O)Nc1ccc(F)cc1F)C1CCCCC1
- E_HOMO (eV) = -8.71
- orbital gap (eV) = 9.345
- E_tot (hartree) = -1516.7497

Structure (ORCA input):
```
! RIJCOSX wB97M-V def2-TZVPD def2/J DEFGRID3
* xyz 0 1
C 2.17895 1.25720 -0.92258
S 0.51805 1.36897 -1.63822
O 0.59605 2.24984 -2.76398
O 0.05036 0.03003 -1.87476
N -0.54708 1.99407 -0.52417
C -1.39346 1.00098 0.09854
C -0.56774 -0.19615 0.56490
O 0.47551 -0.04372 1.16695
N -1.13798 -1.39782 0.30141
C -0.60454 -2.66591 0.52146
C 0.58520 -2.91202 1.20168
C 1.03899 -4.20564 1.38595
C 0.30043 -5.26430 0.89141
F 0.74072 -6.52329 1.07360
C -0.89022 -5.06614 0.21311
C -1.31929 -3.76813 0.04258
F -2.48420 -3.54515 -0.60850
C -0.38399 3.27930 0.13405
C 0.15344 4.33666 -0.82544
C 0.15384 5.70009 -0.13678
C 0.99781 5.66174 1.13413
C 0.48812 4.58094 2.08310
C 0.49319 3.22063 1.39021
H 2.73893 0.61837 -1.59389
H 2.61795 2.24440 -0.88696
H 2.09625 0.80424 0.05657
H -1.88434 1.44334 0.96910
H -2.15583 0.68611 -0.62077
H -1.95512 -1.39511 -0.29502
H 1.15066 -2.07779 1.57968
H 1.96088 -4.39694 1.91074
H -1.46376 -5.89395 -0.16976
H -1.39452 3.59211 0.43642
H 1.16602 4.08085 -1.13469
H -0.46043 4.35668 -1.72524
H 0.54604 6.45391 -0.82103
H -0.87091 5.98052 0.11724
H 0.96811 6.63437 1.62913
H 2.03716 5.45213 0.87223
H 1.11496 4.54205 2.97584
H -0.52840 4.82665 2.39961
H 0.12841 2.44603 2.06664
H 1.51470 2.96060 1.11465
*
```

How positive or negative is each atom? The Löwdin charges in e answer that: -0.0992 0.6406 -0.2888 -0.2795 -0.1896 -0.0997 -0.4698 0.0479 0.1494 -0.1473 0.0112 -0.0025 -0.2782 0.0626 0.0702 -0.1998 0.0716 -0.3245 -0.1621 -0.1903 -0.2059 -0.1939 -0.1455 0.0705 0.0567 0.0439 0.1429 0.1271 0.1461 0.1065 0.1195 0.1329 0.1571 0.1041 0.1194 0.1115 0.1151 0.1080 0.1146 0.1108 0.1153 0.1117 0.1094

Density functional theory data (ωB97M-V/def2-TZVPD) for a structure of composition C15H20FOTl.

Calculated values
- E_HOMO (spin up / spin down) (eV) = 2.45 / 2.44
- orbital gap (spin up / spin down) (eV) = 2.295 / 2.300
- E_tot (hartree) = -930.7970

Structure (ORCA input):
```
! RIJCOSX wB97M-V def2-TZVPD def2/J DEFGRID3
* xyz -2 1
Tl 0.00000 0.00000 0.00000
C 0.69470 -1.65340 1.62660
C -0.71160 -1.65550 1.64860
C -1.17000 -2.10440 0.39900
H -1.32760 -1.31540 2.45990
C -0.04780 -2.38790 -0.40030
C 1.10600 -2.11370 0.35690
H 2.12180 -2.23620 0.02560
H 1.33580 -1.33860 2.43170
H -2.19670 -2.13540 0.08100
H -0.06790 -2.70300 -1.42910
C 1.49820 1.75740 0.74260
C 2.29920 0.66340 0.40450
C 2.13490 0.41340 -0.97990
H 2.90160 0.08620 1.08330
C 1.27950 1.40520 -1.49770
C 0.86500 2.21870 -0.43820
H 0.15010 3.02000 -0.48640
H 1.34540 2.15430 1.73020
H 2.60110 -0.37290 -1.54780
H 0.93400 1.45690 -2.51590
O -1.13410 -0.02390 -1.44610
C -0.75630 0.29040 -4.40840
C -2.01340 0.49040 -3.63920
C -0.28570 -1.08660 -4.68730
C -0.13360 1.44470 -5.10010
C -1.78820 0.95820 -2.19720
H -2.59730 -0.43300 -3.59640
H -2.64340 1.24320 -4.12290
H -1.24150 1.90600 -2.19830
H -2.75210 1.15390 -1.71440
H -0.78460 -1.52560 -5.56460
H -0.49540 -1.74970 -3.84910
H 0.78520 -1.12140 -4.89430
H -0.57700 1.62160 -6.09190
H 0.93490 1.29900 -5.26620
H -0.26340 2.37370 -4.54180
F -1.11040 1.23140 1.17070
*
```

How positive or negative is each atom? The Löwdin charges in e answer that: 0.7954 -0.2118 -0.2029 -0.1977 0.0913 -0.1893 -0.2143 0.0954 0.0932 0.1008 0.0983 -0.2067 -0.2215 -0.2008 0.0907 -0.1843 -0.2056 0.0968 0.0907 0.0982 0.0890 -0.3141 -0.4540 -0.2692 -0.1923 -0.2218 -0.3134 0.0829 0.0594 0.0914 0.0919 0.0020 0.0452 0.0463 -0.0058 0.0465 0.0483 -0.4477